(1)
Formula: C36H101N9O11Sr
Source: the OMol25 dataset
Level of theory: the ωB97M-V functional and the def2-TZVPD basis

As for the total energy: -75735.324 eV. Its max |F| is 0.0601 hartree/bohr. The gap between HOMO and LUMO comes out at 0.3097 hartree. The energy relative to the best compared isomer or geometry (same formula, charge and spin) comes out at 0.00 kJ/mol.

```
! RIJCOSX wB97M-V def2-TZVPD def2/J DEFGRID3
* xyz 0 1
Sr 1.75 -1.66 0.32
O 2.37 -3.13 -1.67
O 0.69 3.91 4.25
O -0.35 -2.99 0.62
O 0.74 5.20 -1.03
O -3.71 -4.42 -3.33
O 5.84 -0.63 3.49
O 0.80 0.58 -0.27
O -6.34 -0.64 1.15
O -1.10 -2.66 5.97
O 0.58 -1.14 -6.35
O -3.20 1.85 -3.15
N -2.11 1.04 -0.73
N -2.59 -0.86 1.51
N -0.17 0.78 2.36
N 1.95 3.05 0.45
N 1.01 -0.69 -2.73
N 4.14 -1.44 -0.45
N 2.95 0.43 1.66
N -1.41 -1.91 -1.75
N 0.75 -1.71 2.94
C -7.36 0.34 1.41
C -2.88 2.27 -0.86
C -5.01 -0.16 1.40
C -3.09 -1.41 -3.26
C 4.47 2.08 2.58
C -3.90 -1.32 1.26
C -3.12 2.04 -4.56
C -2.74 2.84 -2.27
C -4.19 -2.46 2.19
C 0.76 2.60 3.71
C -3.57 -5.66 -4.12
C 1.27 4.09 -1.71
C 5.52 -1.21 -2.40
C -2.35 -3.93 -3.10
C 4.30 0.60 2.25
C 1.53 -1.52 5.21
C 6.34 -1.28 4.70
C -0.23 5.98 -1.69
C -2.60 3.25 0.29
C 0.89 -0.31 -4.08
C 1.86 0.81 -4.37
C 4.45 -0.38 3.45
C -2.47 -2.72 6.29
C 1.00 -1.49 -5.06
C -0.95 -2.02 4.68
C 3.53 -2.84 -2.37
C 1.26 4.99 3.54
C 3.46 2.71 -1.44
C 2.44 3.63 -0.76
C 1.49 -4.02 -2.32
C -2.54 -2.50 -2.40
C -0.48 2.07 3.05
C 4.07 -1.52 -1.92
C 0.52 -2.19 4.28
C -0.86 -1.09 -6.54
C -1.73 1.87 3.93
H -2.64 1.42 3.53
H 4.08 0.11 4.36
H 1.56 4.35 -2.73
H -1.42 1.36 4.84
H -3.77 2.89 -4.78
H 0.24 -1.29 -2.48
H 1.13 3.62 0.63
H 1.59 1.76 -3.91
H 5.98 -2.31 4.72
H -3.98 -1.78 -3.77
H 2.04 -1.82 -5.09
H 4.58 -0.56 -0.24
H 3.35 -2.69 -3.44
H 0.78 1.23 -1.00
H -0.93 -0.93 -7.62
H 2.26 4.72 3.19
H 4.28 -3.63 -2.32
H 2.18 0.52 2.30
H -2.88 -3.55 5.72
H 2.83 1.25 1.08
H -1.78 -3.80 -4.02
H -2.47 -2.95 7.35
H 0.26 6.26 -2.62
H 4.97 0.26 1.46
H -5.00 -3.03 1.72
H 7.43 -1.28 4.66
H 5.69 -1.12 -3.48
H -1.67 3.01 -2.42
H 3.43 -0.73 -2.32
H -8.34 -0.11 1.23
H 3.67 3.09 -2.44
H -4.82 0.69 0.75
H -1.21 -3.41 0.40
H 2.51 -1.91 4.96
H -1.67 -1.11 -1.20
H -2.13 0.64 -1.66
H 0.56 -4.15 -1.75
H -1.03 0.28 2.19
H 3.04 1.72 -1.57
H -3.03 -5.43 -5.04
H -3.09 -1.82 6.16
H -0.86 2.80 2.33
H 1.51 -0.43 5.27
H -4.56 -2.09 3.14
H -0.13 0.04 -4.23
H 1.52 2.17 0.18
H -3.11 -6.43 -3.50
H 0.74 5.33 2.65
H -1.00 -2.50 -1.04
H -3.98 -1.72 0.25
H 3.88 -1.31 3.41
H 5.49 2.18 2.93
H -0.28 6.88 -1.08
H 4.25 2.63 1.67
H -7.35 1.16 0.68
H -4.95 0.25 2.41
H -1.29 -0.99 4.58
H -2.65 2.89 1.31
H -1.50 -2.55 3.90
H 0.24 0.96 1.46
H -1.91 -1.57 1.28
H -3.47 -0.52 -2.76
H -1.55 3.54 0.23
H 6.19 -1.98 -2.01
H 1.68 2.44 3.16
H -1.38 -0.26 -6.05
H 4.30 2.64 -0.75
H -2.40 -1.02 -3.99
H -3.25 3.80 -2.25
H -7.19 0.73 2.41
H 3.05 4.44 -0.35
H 1.27 -1.78 6.24
H 1.16 -3.63 -3.28
H 0.53 3.29 -1.74
H -3.93 2.01 -0.78
H 0.93 0.02 -2.02
H -3.48 1.11 -5.00
H 1.39 5.89 4.14
H 0.43 -0.75 2.92
H -4.57 -5.99 -4.42
H 1.07 1.97 4.55
H 1.98 0.94 -5.45
H 5.79 -0.21 -2.08
H 3.86 2.46 3.40
H -1.13 1.15 -0.54
H 2.06 -4.94 -2.48
H -2.08 2.83 4.30
H 0.79 -3.25 4.19
H -1.18 5.57 -2.03
H -3.29 -3.07 2.29
H -1.74 -4.51 -2.40
H 0.16 -2.26 2.33
H -3.31 -2.70 -1.65
H 4.83 -2.11 -0.14
H 2.82 0.48 -3.97
H -3.12 4.20 0.28
H -1.39 -2.01 -6.32
H 0.45 -2.33 -4.63
H -2.10 2.22 -4.91
H -2.36 -0.14 0.83
H 5.88 -0.81 5.57
*
```

=====

(2)
Formula: C36H105N5O19
Source: the OMol25 dataset
Level of theory: the ωB97M-V functional and the def2-TZVPD basis

As for the total energy: -85378.084 eV. Its max |F| is 0.0611 hartree/bohr. The gap between HOMO and LUMO comes out at 0.2754 hartree. The energy relative to the best compared isomer or geometry (same formula, charge and spin) comes out at 108.36 kJ/mol.

```
! RIJCOSX wB97M-V def2-TZVPD def2/J DEFGRID3
* xyz 0 1
O 5.70 -1.17 -1.17
O 1.65 4.78 -0.09
O 3.31 0.45 -4.70
O 4.64 0.05 1.47
O 1.38 4.01 2.92
O 0.90 -1.64 -0.16
O -3.98 -1.28 -0.93
O -7.27 1.63 3.67
O -2.84 -4.79 -0.65
O -0.42 -1.08 2.11
O -0.82 -1.80 -4.84
O 7.69 3.52 -2.06
O -10.61 -2.76 -0.83
O 0.30 1.38 2.92
O -4.87 2.62 -3.84
O 1.74 0.61 -1.98
O 2.45 4.82 -2.82
O 9.60 -0.59 3.96
O -3.08 4.24 2.59
N 5.77 1.58 -1.00
N 0.40 -3.73 -2.21
N -7.75 -1.78 -0.85
N -4.34 1.84 3.73
N 7.31 -0.73 1.19
C -1.96 -1.88 3.74
C -1.43 -4.48 -0.62
C 8.99 3.90 -2.51
C 5.05 -1.16 -2.46
C 4.51 1.76 -0.30
C 3.46 -0.62 1.34
C 0.80 1.66 -1.78
C 7.01 2.58 -2.90
C -8.56 1.73 4.22
C -1.03 -4.13 -2.13
C -6.43 -1.46 -1.48
C -6.44 0.67 4.34
C -2.36 3.11 3.03
C -4.07 2.04 -2.81
C -0.73 -2.17 2.91
C 0.81 -3.23 -3.53
C 0.40 1.78 -0.28
C 7.62 -0.88 2.62
C -11.88 -2.68 -0.22
C 0.25 -1.85 -3.88
C -2.97 2.99 -2.44
C -8.13 -3.19 -0.74
C 9.18 -1.10 2.73
C -9.50 -3.36 -0.01
C 7.06 -1.64 -1.15
C -2.96 -1.41 0.06
C 7.54 -1.94 0.34
C -2.36 5.47 2.59
C -5.32 -1.57 -0.44
C -1.83 -0.75 -4.60
C 11.02 -0.61 3.99
C -5.13 0.60 3.53
C 4.58 1.45 1.20
C 5.65 2.29 -2.27
C -3.08 1.79 3.01
C -3.36 -5.28 0.57
H -2.37 -0.93 -3.67
H -3.19 -4.62 1.42
H 3.02 -0.54 0.34
H -4.86 2.70 3.87
H 7.31 -0.13 3.34
H -7.33 -3.70 -0.19
H 7.23 -2.53 -1.76
H -1.97 -1.21 -0.35
H 2.57 0.41 -5.30
H 4.02 -0.80 -2.47
H -5.33 1.93 -4.33
H -4.69 1.80 -1.94
H 11.56 -0.12 3.18
H -2.60 3.44 -3.37
H -0.81 -5.34 -0.36
H -0.09 1.44 -2.38
H 0.91 -4.60 -2.10
H 1.01 3.13 2.84
H 1.89 4.69 -1.01
H 1.40 5.70 0.01
H 9.31 4.66 -1.80
H 11.27 -0.06 4.90
H -9.67 -4.36 0.39
H 1.34 -0.88 -0.53
H -1.95 3.25 4.03
H 9.67 -0.57 1.91
H -3.80 1.09 -3.28
H 5.70 0.58 -1.15
H 6.92 2.96 -3.92
H 1.98 4.61 -3.62
H -1.17 -3.61 -0.02
H -12.45 -3.61 -0.24
H 11.49 -1.57 4.21
H -6.90 -0.32 4.26
H 6.35 -0.41 1.14
H -0.18 0.56 2.75
H -1.38 0.24 -4.48
H -8.54 -1.41 -1.35
H 6.90 -2.77 0.64
H 3.88 1.13 -5.07
H -0.15 2.70 -0.09
H 7.51 1.62 -3.00
H 9.40 -2.15 2.57
H -3.23 -0.59 0.73
H -4.59 -0.30 3.83
H -2.40 1.13 3.55
H -6.20 -2.17 -2.28
H 2.28 0.86 -2.74
H -2.14 2.54 -1.91
H -11.80 -2.35 0.81
H 9.03 4.27 -3.53
H -9.10 2.55 3.74
H 0.64 -2.16 -0.92
H -6.35 -0.43 -1.83
H -9.06 0.78 4.08
H 3.70 1.90 1.66
H -1.26 -4.94 -2.82
H -1.44 2.98 2.46
H -1.96 5.78 3.56
H -8.21 -3.67 -1.71
H 8.55 -2.31 0.15
H -2.49 -0.75 -5.46
H 5.62 -0.54 -3.14
H -8.57 1.87 5.30
H 1.02 -1.20 -4.28
H 7.08 -1.75 2.99
H 5.45 1.98 1.58
H -5.33 -2.61 -0.13
H 4.03 2.74 -0.29
H -0.09 -1.35 -2.97
H 0.04 -1.41 1.34
H 3.08 5.49 -3.07
H 1.90 -3.14 -3.57
H -2.92 -6.23 0.87
H -4.42 -5.33 0.31
H -3.26 1.35 2.03
H -2.98 -2.36 0.61
H 0.46 1.37 3.86
H -5.48 -1.01 0.48
H 5.11 3.23 -2.15
H 3.44 -1.67 1.63
H -1.78 -1.14 4.52
H -1.78 -3.41 -2.48
H -0.17 0.90 0.02
H 1.28 1.79 0.37
H 9.72 3.10 -2.36
H 3.85 1.05 -0.79
H -0.88 -3.04 2.26
H 1.25 2.62 -2.04
H 2.81 -0.09 2.04
H 0.60 -3.93 -4.34
H -2.29 -2.81 4.20
H -1.49 5.52 1.94
H 5.09 1.62 -2.93
H 7.57 -0.81 -1.65
H 0.11 -2.39 3.56
H -5.36 0.50 2.47
H -2.84 -1.57 3.18
H 1.46 4.32 2.02
H -9.51 -2.72 0.87
H -12.58 -1.98 -0.67
H -6.41 0.92 5.40
H -3.32 3.85 -1.87
H -3.07 6.28 2.37
H 5.10 -2.14 -2.93
*
```

=====

Short version: LUMO energy = 0.2; -0.3 eV, in the order given.